Entry 1:
DFT (ωB97M-V with the def2-TZVPD basis set) results for the molecule C6H10N2 in a non-equilibrium geometry.

XYZ file:
```
18
Properties=species:S:1:pos:R:3:mulliken_charge:R:1
C -2.29426 -1.44727 0.22932 0.032
C -1.35713 -0.70418 0.18034 -1.413
C -0.05517 -0.19029 -0.10178 1.589
N -0.09683 1.05686 -0.76717 -0.527
C -0.83573 2.07333 -0.01053 -0.706
C 1.02826 0.12985 1.01004 -0.583
N 2.16748 -0.46652 0.25887 -0.587
C 1.07927 -1.10983 -0.71101 -0.737
H -3.06976 -2.39143 0.27441 0.338
H -0.56341 0.70054 -1.56306 0.318
H -0.76928 3.16010 -0.26856 0.294
H -1.84112 1.76344 0.15342 0.326
H -0.38875 2.05679 1.07960 0.198
H 0.89828 -0.35009 2.02919 0.276
H 0.98783 1.31314 1.18435 0.250
H 2.66276 0.25542 -0.44289 0.342
H 0.94735 -2.19011 -0.63148 0.342
H 1.25006 -0.95988 -1.83520 0.248
```

SMILES string: C#CC1(NC)CNC1
relative energy (zero: lowest compared OMol25 entry of this formula, charge and spin): 127.1 kcal/mol
HOMO: -0.3387 hartree
net charge: 0
molecular weight: 110.16 Da
electronic energy: -343.9342 a.u.

=====

Entry 2:
DFT (ωB97M-V with the def2-TZVPD basis set) results for a cluster of 3 separate species, C3H12O2S2 in total in a non-equilibrium geometry.

XYZ file:
```
19
Properties=species:S:1:pos:R:3:mulliken_charge:R:1
C 0.87968 -0.80933 1.87174 -1.061
C 0.58960 0.43745 1.14671 -0.047
C -0.98954 1.04217 1.39662 -0.886
S -2.09143 -0.33152 0.68126 -0.113
S -1.63269 -1.28190 -1.32041 -0.227
H 1.65987 -0.54626 2.59857 0.297
H 0.02585 -1.09775 2.41753 0.371
H 1.30894 -1.67832 1.21935 0.245
H 0.80224 0.31280 0.06584 0.124
H 1.07398 1.36938 1.47204 0.274
H -1.19111 1.88260 0.93794 0.489
H -1.24516 1.07344 2.53375 0.342
H -2.75715 -0.67204 -1.95099 0.177
O 2.68507 -0.33006 -1.98766 -0.601
H 2.15317 -0.60130 -2.76077 0.314
H 3.12874 0.39579 -2.16067 0.296
O 3.11870 2.46402 -0.52419 -0.636
H 2.18868 2.04321 -0.89363 0.335
H 3.12921 2.23970 0.35186 0.307
```

SMILES string: CCCSS.O.O
relative energy (zero: lowest compared OMol25 entry of this formula, charge and spin): 72.1 kcal/mol
HOMO: -0.3311 hartree
net charge: 0
molecular weight: 144.26 Da
electronic energy: -1068.2494 a.u.

=====

Entry 3:
DFT (ωB97M-V with the def2-TZVPD basis set) results for a structure of composition C28H31FN3O2SW in a non-equilibrium geometry.

XYZ file:
```
67
Properties=species:S:1:pos:R:3:mulliken_charge:R:1
W -0.21090 -0.18970 0.26960 2.075
C 0.37850 -1.16630 3.05430 -1.079
N -0.09280 0.15930 2.55380 -0.189
C -1.40060 0.41880 3.22280 -1.252
C -2.30690 1.52070 2.66410 -0.616
C -2.91600 1.32080 1.26620 -1.367
N -2.00840 1.24250 0.11500 0.120
C -2.43740 1.82760 -0.96410 -0.179
C -1.78150 1.86660 -2.23350 0.642
C -2.27190 2.66660 -3.28470 -1.027
C -1.59500 2.76560 -4.47860 -0.858
C -0.40750 2.05720 -4.67290 -0.748
C 0.06860 1.22390 -3.68640 -0.562
C -0.60260 1.10750 -2.46120 0.235
O -0.16050 0.29380 -1.53100 1.062
C 0.93390 1.13830 3.00250 -0.819
C 0.66210 2.63430 2.78240 -1.173
C 0.22000 3.03360 1.35570 -0.912
N 0.66480 2.00380 0.44880 0.065
C 1.62960 2.30260 -0.34890 -0.765
C 2.47520 1.33580 -0.96220 0.588
C 3.37000 1.72020 -1.97380 -0.536
C 4.34960 0.86660 -2.41160 -0.864
C 4.50510 -0.37090 -1.78640 -0.550
C 3.66780 -0.75810 -0.76360 -0.351
C 2.59480 0.05120 -0.35450 0.075
O 1.78980 -0.32610 0.61920 -0.787
H 0.40620 -1.17360 4.15220 0.515
H 1.38660 -1.38270 2.67660 0.228
H -0.30930 -1.95510 2.72340 0.358
H -1.20520 0.65170 4.27570 0.530
H -1.97510 -0.51150 3.17990 0.629
H -1.85250 2.50220 2.75250 0.168
H -3.16890 1.53770 3.33640 0.605
H -3.62850 2.14120 1.11290 0.649
H -3.47790 0.37690 1.27760 0.415
H -3.38570 2.36780 -0.92920 0.364
H -3.19110 3.21570 -3.14120 0.474
H -1.96650 3.40600 -5.26340 0.435
H 0.13690 2.15090 -5.60150 0.479
H 0.97210 0.64870 -3.81820 0.573
H 1.86600 0.86530 2.49000 0.335
H 1.10240 1.00580 4.08030 0.634
H 1.61690 3.11990 2.99120 0.490
H -0.05250 3.00010 3.51900 0.383
H 0.66470 4.00390 1.09830 0.702
H -0.86270 3.13630 1.26960 0.219
H 1.91910 3.34830 -0.48480 0.431
H 3.26610 2.70320 -2.40970 0.468
H 5.01190 1.16600 -3.20870 0.450
H 5.29570 -1.02780 -2.11160 0.456
H 3.79560 -1.70510 -0.26380 0.502
F -3.69510 -5.28010 -2.72690 -0.328
C -2.68840 -4.52890 -2.23890 0.381
C -2.14710 -4.85300 -1.00740 -0.672
C -1.11630 -4.08370 -0.50870 -0.131
C -0.61230 -2.99150 -1.22130 0.048
C 0.45810 -2.13250 -0.64890 -1.233
C -1.18900 -2.69030 -2.45710 -0.136
C -2.22310 -3.45230 -2.97330 -0.890
H -2.54100 -5.68320 -0.44340 0.449
H -0.70660 -4.32610 0.46140 0.356
H 1.18230 -1.91410 -1.45070 0.546
H 0.98250 -2.71200 0.13270 0.508
H -0.83290 -1.82850 -3.00750 0.364
H -2.66500 -3.21480 -3.92920 0.456
S -1.93630 -1.49550 0.87960 -0.438
```

relative energy (zero: lowest compared OMol25 entry of this formula, charge and spin): 16.9 kcal/mol
HOMO: -0.3826 hartree
net charge: +1
molecular weight: 676.48 Da
electronic energy: -1965.2817 a.u.

=====

Entry 4:
DFT (ωB97M-V with the def2-TZVPD basis set) results for a structure of composition C20H28B2F4N4O8P2Ti.

XYZ file:
```
69
Properties=species:S:1:pos:R:3:mulliken_charge:R:1
Ti -0.17699 -0.04351 -0.28736 -1.707
C 0.55400 -3.88925 -2.08743 -1.781
C 0.83175 -2.79260 -1.09608 -0.968
N 0.21059 -1.58117 -1.29848 1.665
O -0.67288 -1.43685 -2.36967 -0.339
B -0.51121 -0.20060 -3.20580 0.553
F 0.73389 0.35685 -2.93076 -0.281
F -0.76966 -0.47381 -4.50700 -0.332
O -1.57879 0.83792 -2.78684 -0.624
N -1.56788 1.03332 -1.46839 1.432
C -2.22111 1.98980 -0.91678 0.479
C -2.98588 3.01911 -1.67126 -2.034
C -2.21065 1.93699 0.57266 -0.056
N -1.49005 0.99469 1.05340 1.474
O -1.62079 0.69182 2.35901 -0.564
B -0.31176 0.69381 3.13118 0.494
F -0.57140 -0.05976 4.25556 -0.373
F 0.03799 1.99811 3.41527 -0.378
O 0.81946 0.18424 2.30885 -0.349
N 0.74255 -0.96042 1.48116 0.886
C 1.65514 -2.92474 -0.02617 0.557
C 1.98826 -4.32598 0.44200 -2.447
C -3.06092 2.81246 1.42628 -1.648
H -0.36328 -3.71174 -2.64086 0.513
H 0.51360 -4.86507 -1.60802 0.460
H 1.37319 -3.91392 -2.80970 0.335
H -2.79289 2.91215 -2.73485 0.434
H -2.68875 4.01625 -1.34446 0.428
H -4.05772 2.91421 -1.49158 0.359
H 2.30868 -4.34139 1.48103 0.538
H 2.77048 -4.81510 -0.14746 0.335
H 1.09962 -4.95826 0.39818 0.587
H -3.56026 3.58220 0.84605 0.505
H -2.43399 3.27031 2.19257 0.289
H -3.80694 2.21179 1.94949 0.250
O 2.75254 2.66386 -1.01340 -0.589
C 2.34620 1.55375 -0.85384 0.768
O 1.16696 1.25720 -0.33020 -0.304
C 3.23937 0.34739 -1.23891 0.570
O 4.18145 0.46784 -1.94806 -0.536
O 2.84984 -0.88101 -0.78912 -0.710
C -3.64111 -1.31163 1.17242 -1.440
P -2.01900 -1.79067 0.48718 2.343
C -2.45704 -3.23724 -0.52680 -1.235
C -1.13290 -2.52496 1.89366 0.869
C -1.69290 -3.53947 2.67042 -1.038
C -1.00783 -4.06535 3.75032 -1.026
C 0.24982 -3.57051 4.07658 -1.000
C 0.81373 -2.56522 3.31610 -0.122
C 0.13404 -2.05632 2.21600 -1.018
P 2.53227 -1.44457 0.73604 1.709
C 3.24571 0.05433 1.59587 -2.170
C 3.94600 -2.47341 1.33880 -1.208
H -4.20385 -0.77099 0.40869 0.443
H -3.48768 -0.66890 2.03650 0.352
H -4.21706 -2.18943 1.46677 0.518
H -2.97870 -2.91307 -1.42656 0.397
H -3.10026 -3.90560 0.04667 0.586
H -1.56011 -3.77442 -0.81623 0.340
H -2.68063 -3.91719 2.43335 0.337
H -1.45657 -4.84851 4.34672 0.437
H 0.78153 -3.95885 4.93507 0.466
H 1.76726 -2.13225 3.59474 0.586
H 4.24731 0.16959 1.17755 0.587
H 3.34565 -0.17661 2.65793 0.497
H 2.69493 0.98120 1.52330 0.575
H 4.18715 -3.25682 0.62521 0.432
H 3.69574 -2.93780 2.29420 0.313
H 4.81116 -1.83674 1.49391 0.576
```

relative energy (zero: lowest compared OMol25 entry of this formula, charge and spin): 69.0 kcal/mol
HOMO (alpha / beta): -0.2961 / -0.2961 hartree
net charge: 0
molecular weight: 659.90 Da
electronic energy: -3581.4941 a.u.

=====

Entry 5:
DFT (ωB97M-V with the def2-TZVPD basis set) results for a structure of composition C28H27IMoO5PS2 in a non-equilibrium geometry.

XYZ file:
```
65
Properties=species:S:1:pos:R:3:mulliken_spin:R:1
Mo 1.36303 -0.08860 -0.88252 1.022
I 1.26133 -0.39164 -3.65876 -0.020
C 0.91963 -2.54061 -3.49856 0.003
C 0.67271 -3.32362 -4.59361 0.012
C 0.45683 -4.69453 -4.39028 -0.005
C 0.45269 -5.21684 -3.12213 0.024
C 0.71334 -4.40563 -1.99886 0.002
C 0.71859 -4.92229 -0.68607 0.088
C 1.15321 -4.14715 0.35858 -0.020
C 1.53406 -2.81835 0.14938 -0.001
C 1.38209 -2.18978 -1.08550 -0.073
C 1.00392 -3.01657 -2.18109 0.036
H 0.65254 -2.91953 -5.59285 0.001
H 0.30309 -5.33444 -5.24422 0.000
H 0.26801 -6.26776 -2.96115 0.000
H 0.39325 -5.93917 -0.52359 -0.002
H 1.20533 -4.55357 1.35560 0.001
H 1.95633 -2.28940 0.99793 -0.001
O -1.13266 0.64196 -0.45777 0.015
C -1.55328 0.01049 0.76214 -0.003
C -0.27425 -0.58361 1.38168 0.016
O -0.23284 -1.38881 2.25702 -0.005
O 0.78560 -0.11799 0.74818 -0.039
C -2.13734 1.03549 1.73034 0.001
C -3.24871 1.77656 1.33522 0.000
C -3.75816 2.75859 2.16851 0.000
C -3.18364 3.00005 3.40649 0.000
C -2.11889 2.22279 3.82912 0.000
C -1.58829 1.25522 2.99160 0.000
C -2.43410 -1.19146 0.46331 -0.001
C -2.17213 -1.96172 -0.66825 -0.003
C -2.92283 -3.09725 -0.91064 0.000
C -3.93300 -3.46096 -0.03292 -0.001
C -4.19148 -2.69106 1.08779 0.000
C -3.44122 -1.55798 1.34405 0.000
H -1.92557 0.94599 -0.92833 0.000
H -3.74075 1.56964 0.39593 -0.001
H -4.61203 3.33292 1.85006 0.000
H -3.57047 3.77548 4.04813 0.000
H -1.69971 2.35108 4.81590 0.000
H -0.77409 0.64670 3.35613 0.000
H -1.38284 -1.66681 -1.36770 0.007
H -2.73085 -3.69050 -1.79110 0.000
H -4.52476 -4.34006 -0.22701 0.000
H -4.98247 -2.96238 1.76611 0.000
H -3.62842 -0.95880 2.22134 0.000
C 5.33821 4.12879 -1.69499 0.000
C 4.12351 4.53426 -0.89433 -0.002
O 3.75437 3.54016 0.09837 0.011
P 2.80179 2.31891 0.00674 0.023
S 3.64008 0.42024 -0.21756 -0.039
S 1.42733 2.35424 -1.51402 -0.049
O 2.16437 2.20019 1.43136 0.002
C 1.20854 3.09981 2.07073 0.001
C 1.01752 4.42884 1.37492 -0.001
H 5.68539 5.00291 -2.24217 0.000
H 5.10451 3.33674 -2.40521 0.000
H 6.13615 3.80196 -1.03285 0.000
H 3.26183 4.72523 -1.53875 0.000
H 4.32693 5.42281 -0.29313 0.001
H 1.58316 3.24779 3.08564 0.000
H 0.27103 2.53550 2.11842 0.000
H 1.87542 5.08040 1.51944 0.000
H 0.14449 4.91387 1.80352 0.000
H 0.83455 4.31323 0.30624 0.001
```

2S+1: 2
relative energy (zero: lowest compared OMol25 entry of this formula, charge and spin): 41.6 kcal/mol
HOMO (alpha / beta): -0.5231 / -0.5232 hartree
net charge: +2
molecular weight: 761.47 Da
electronic energy: -2962.4997 a.u.

=====

Entry 6:
DFT (ωB97M-V with the def2-TZVPD basis set) results for the molecule C15H21N3O4S in a non-equilibrium geometry.

XYZ file:
```
44
Properties=species:S:1:pos:R:3:mulliken_charge:R:1
C 2.62991 0.61263 -4.81410 -0.507
C 1.47549 1.16544 -5.31497 -0.204
S -0.27170 0.86618 -4.81337 1.072
O -0.71200 -0.55279 -4.85418 -0.643
O -1.22658 1.83441 -5.28845 -0.625
N -0.37646 1.07516 -3.07689 -0.419
C -0.34699 2.42735 -2.51102 -0.277
C 0.98518 2.66318 -1.65607 -0.669
C 1.10462 1.65981 -0.47691 -0.632
C -0.18542 1.75428 0.36550 -0.045
N -0.13601 0.71548 1.37239 -0.050
C -0.69300 0.79111 2.62640 0.318
O -1.20432 1.82920 2.97532 -0.592
C -0.73267 -0.42113 3.46326 0.807
C -0.55883 -1.81133 2.76449 -0.072
C -0.58957 -2.69721 3.89696 -0.228
C -0.46386 -4.13338 3.94579 -0.111
C 0.32022 -4.81958 5.08335 -0.608
C 0.87543 -4.92503 3.56937 -0.647
O -0.84613 -1.98486 5.02124 -0.197
N -1.01833 -0.59769 4.68237 -0.628
C -1.56241 1.76673 -0.36778 -0.998
C -1.57006 2.60182 -1.54799 -1.027
H 2.65411 -0.17119 -4.03733 0.304
H 3.53961 0.88985 -5.46786 0.229
H 1.51366 1.82701 -6.20227 0.333
H -1.17213 0.49157 -2.76402 0.316
H -0.29015 3.11983 -3.26700 0.695
H 1.08350 3.67392 -1.22452 0.380
H 1.74263 2.43575 -2.51064 0.235
H 1.15904 0.65695 -0.83207 0.377
H 2.04637 1.94834 0.11127 0.261
H -0.11694 2.81674 0.79306 0.188
H -0.02097 -0.20790 1.00996 0.271
H -0.45303 -1.98502 1.69600 0.333
H -1.44176 -4.58691 3.74843 0.369
H -0.05670 -5.73264 5.46044 0.284
H 0.52416 -3.98700 5.81304 0.284
H 1.67346 -4.16972 3.24448 0.245
H 0.95843 -5.81981 2.95918 0.306
H -2.23581 2.12635 0.33632 0.477
H -1.89666 0.79759 -0.50099 0.414
H -1.66668 3.69856 -1.17774 0.372
H -2.44066 2.35791 -2.23244 0.308
```

SMILES string: C=CS(=O)(=O)N[C@H]1CC[C@@H](NC(=O)c2cc(C3CC3)on2)CC1
relative energy (zero: lowest compared OMol25 entry of this formula, charge and spin): 195.6 kcal/mol
HOMO: -0.3458 hartree
net charge: 0
molecular weight: 339.42 Da
electronic energy: -1447.3596 a.u.

=====

Entry 7:
DFT (ωB97M-V with the def2-TZVPD basis set) results for the ion C2H3N8 with charge -1 in a non-equilibrium geometry.

XYZ file:
```
13
Properties=species:S:1:pos:R:3:mulliken_charge:R:1
C -1.78263 -0.08168 0.16850 0.361
C 0.01195 -0.32581 -0.17879 0.060
N -2.65041 -0.97075 -0.28564 -0.356
N -2.35265 0.92668 0.84548 -0.344
N -3.80393 -0.42715 0.03606 -0.408
N -3.65004 0.63601 0.70089 -0.370
N 1.45178 -0.01359 1.63784 -0.297
N 1.49720 1.04478 0.97456 -0.280
N 0.68506 -0.96032 0.93135 -0.179
N 0.77813 0.95885 -0.16944 -0.139
H 0.07610 -0.70386 -1.15543 0.284
H 0.02115 -1.68849 1.18531 0.343
H 0.25061 1.85299 -0.46647 0.325
```

relative energy (zero: lowest compared OMol25 entry of this formula, charge and spin): 28.2 kcal/mol
HOMO: -0.1782 hartree
net charge: -1
molecular weight: 139.10 Da
electronic energy: -515.9791 a.u.

=====

Entry 8:
DFT (ωB97M-V with the def2-TZVPD basis set) results for the molecule C23H24N6O3S.

XYZ file:
```
57
Properties=species:S:1:pos:R:3:mulliken_charge:R:1
C 2.36638 -2.81254 5.20996 -1.405
C 2.99141 -2.97907 3.84502 1.072
O 4.18202 -3.15934 3.71267 -0.609
C 2.08407 -2.91697 2.67379 0.087
C 2.62841 -3.15491 1.40981 -0.697
C 1.85177 -3.12257 0.27153 -0.363
C 0.49155 -2.83565 0.37518 0.989
N -0.35486 -2.77830 -0.72726 -0.048
C -0.02544 -2.70900 -2.04366 0.562
O 1.08738 -2.84429 -2.49925 -0.669
C -1.22375 -2.51953 -2.96290 -0.795
S -2.53623 -1.47438 -2.26292 -0.210
C -1.59041 -0.06034 -1.82929 0.155
N -2.28684 0.91897 -1.28891 -0.366
C -1.55555 1.98467 -0.94813 0.249
N -2.12740 3.06548 -0.37885 -0.067
C -3.45532 3.34003 -0.06261 0.499
C -4.49725 2.44621 -0.29236 -0.305
C -5.79028 2.79784 0.05013 -0.627
C -6.06452 4.02905 0.62072 -0.526
C -5.02866 4.91947 0.85050 -0.581
C -3.73334 4.58019 0.51253 -0.475
N -0.23867 2.08053 -1.12664 -0.431
C 0.35790 1.02842 -1.69506 0.637
N 1.66507 1.10651 -1.94328 -0.036
C 2.45499 0.01951 -2.47410 -0.520
C 3.50812 -0.38013 -1.43525 -0.586
O 4.30005 0.72474 -1.05722 -0.446
C 3.50903 1.75018 -0.50799 -0.529
C 2.45875 2.23551 -1.51516 -0.634
N -0.29713 -0.09622 -2.05555 -0.271
C -0.06298 -2.59688 1.63428 -1.021
C 0.71982 -2.63837 2.76778 -0.682
H 1.59859 -3.56666 5.36709 0.381
H 3.13680 -2.91817 5.96942 0.345
H 1.91307 -1.82735 5.29621 0.372
H 3.68415 -3.37144 1.34347 0.447
H 2.28395 -3.31565 -0.69586 0.500
H -1.33198 -2.60705 -0.51086 0.179
H -0.87887 -2.08423 -3.90014 0.365
H -1.69134 -3.48478 -3.16409 0.436
H -1.46240 3.80025 -0.17403 0.215
H -4.28426 1.48975 -0.73789 0.569
H -6.59210 2.09814 -0.13321 0.375
H -7.07698 4.29493 0.88402 0.379
H -5.22947 5.88355 1.29391 0.371
H -2.92672 5.27786 0.69184 0.336
H 1.81551 -0.82808 -2.70904 0.316
H 2.95692 0.36825 -3.38355 0.223
H 4.19058 -1.12168 -1.85029 0.384
H 3.00609 -0.80132 -0.55124 0.410
H 4.19242 2.55890 -0.24424 0.371
H 3.00131 1.38945 0.40054 0.279
H 1.79945 2.97863 -1.06978 0.414
H 2.96547 2.65866 -2.38975 0.278
H -1.11819 -2.37433 1.71558 0.350
H 0.25990 -2.44647 3.72434 0.353
```

SMILES string: CC(=O)c1ccc(NC(=O)CSc2nc(Nc3ccccc3)nc(N3CCOCC3)n2)cc1
relative energy (zero: lowest compared OMol25 entry of this formula, charge and spin): 24.6 kcal/mol
HOMO: -0.3087 hartree
net charge: 0
molecular weight: 464.55 Da
electronic energy: -1843.3845 a.u.